ORCA calculation (ωB97M-V/def2-TZVPD) on a molecular structure, C9H21CrO15 at a distorted geometry.

Computed properties:
HOMO-LUMO gap (alpha / beta) (eV): 5.74 / 6.19
Largest force on an atom (eV/Å): 6.11
M (u): 421.248
Relative energy (zero: lowest compared OMol25 entry of this formula, charge and spin) (kcal per mole): 44.8

```
! wB97M-V def2-TZVPD RIJCOSX def2/J DEFGRID3
* xyz -1 5
Cr 0.44 -0.56 0.29
O 2.37 -1.75 -3.34
C 2.42 -1.47 -2.03
O 1.51 -0.81 -1.52
O 3.48 -1.66 -1.42
H 3.19 -2.27 -3.34
O 3.54 1.75 2.03
C 3.09 0.58 1.75
O 3.92 -0.25 1.75
O 1.92 0.43 1.47
H 4.45 1.48 2.16
O 0.89 -4.79 1.40
C 1.50 -3.49 1.49
O 0.93 -2.49 1.02
O 2.69 -3.37 1.81
H -0.02 -4.52 1.22
C 1.18 2.76 -1.54
C -0.30 2.61 -1.01
O -0.39 1.47 -0.16
O 1.84 3.45 -0.50
H 1.28 3.29 -2.48
H 1.50 1.73 -1.70
H -1.07 2.50 -1.77
H -0.60 3.56 -0.56
H -1.13 1.74 0.39
H 1.88 2.79 0.19
C -2.37 -0.59 -1.48
C -2.27 -0.82 -2.95
O -0.95 -0.29 -3.36
O -1.44 -1.28 -0.69
H -3.39 -0.93 -1.29
H -2.24 0.47 -1.27
H -3.12 -0.32 -3.41
H -2.38 -1.82 -3.36
H -0.29 -0.89 -2.99
H -1.63 -2.22 -0.77
C -2.20 1.29 2.94
C -2.16 -0.21 2.47
O -0.85 -0.69 2.11
O -2.13 2.18 1.83
H -1.32 1.42 3.57
H -3.05 1.54 3.57
H -2.77 -0.25 1.57
H -2.55 -0.87 3.24
H -0.35 -0.93 2.90
H -3.03 2.49 1.75
*
```

Atomic partial charges in e from the Löwdin method, atoms 1 to 6:
1 Cr 0.863
2 O 0.096
3 C -0.817
4 O -0.076
5 O 0.035
6 H 0.102

=====

ORCA calculation (ωB97M-V/def2-TZVPD) on 2 unconnected molecules or ions with the total composition S2 at a distorted geometry.

Computed properties:
HOMO-LUMO gap (eV): 3.96
Largest force on an atom (eV/Å): 2.51
M (u): 64.134
Relative energy (zero: lowest compared OMol25 entry of this formula, charge and spin) (kcal per mole): 178.9

```
! wB97M-V def2-TZVPD RIJCOSX def2/J DEFGRID3
* xyz 0 1
S 0.04 -0.42 1.80
S -0.04 0.42 -1.80
*
```

Need the Löwdin charges? In units of e they are:
1 S 0.000
2 S 0.000

=====

ORCA calculation (ωB97M-V/def2-TZVPD) on 5 unconnected molecules or ions with the total composition C36H84N5O2 at a distorted geometry.

Computed properties:
HOMO-LUMO gap (eV): 6.78
Largest force on an atom (eV/Å): 1.70
M (u): 619.101

```
! wB97M-V def2-TZVPD RIJCOSX def2/J DEFGRID3
* xyz 1 1
C 0.30 0.42 -3.67
C 0.60 -0.10 -4.87
C -0.23 -1.20 -5.46
O -1.31 -1.13 -5.99
O 0.43 -2.35 -5.23
C -0.04 -3.53 -5.92
C -1.07 -4.27 -5.08
C -0.66 -4.34 -3.59
C -1.42 -3.28 -2.81
C -1.21 -3.31 -1.28
C -0.85 -1.95 -0.68
N -2.05 -1.11 -0.34
C -2.97 -0.81 -1.49
C -3.76 0.47 -1.30
C -4.46 0.79 -2.63
H -0.69 0.81 -3.43
H 1.06 0.49 -2.89
H 1.43 0.25 -5.48
H -0.41 -3.29 -6.91
H 0.86 -4.14 -6.03
H -2.00 -3.69 -5.14
H -1.29 -5.24 -5.51
H -0.87 -5.34 -3.21
H 0.41 -4.19 -3.50
H -1.16 -2.29 -3.18
H -2.49 -3.41 -3.01
H -2.10 -3.71 -0.78
H -0.39 -4.00 -1.04
H -0.33 -2.11 0.26
H -0.17 -1.40 -1.33
H -1.70 -0.23 0.03
H -2.56 -1.55 0.42
H -3.61 -1.67 -1.64
H -2.34 -0.73 -2.38
H -4.53 0.30 -0.55
H -3.12 1.30 -0.99
H -5.21 1.57 -2.53
H -4.89 -0.14 -3.00
H -3.71 1.06 -3.38
C -7.36 4.80 -8.20
C -6.23 3.89 -7.75
N -5.99 3.92 -6.32
C -4.77 3.26 -5.92
C -4.65 1.75 -6.14
C -7.15 3.65 -5.48
C -7.87 2.31 -5.66
H -7.18 5.83 -7.88
H -7.42 4.80 -9.29
H -8.32 4.49 -7.81
H -5.30 4.21 -8.24
H -6.43 2.87 -8.12
H -4.59 3.48 -4.86
H -3.95 3.75 -6.46
H -5.23 1.18 -5.42
H -3.60 1.44 -6.03
H -4.96 1.45 -7.14
H -7.88 4.45 -5.65
H -6.85 3.77 -4.44
H -8.00 2.05 -6.71
H -8.87 2.37 -5.22
H -7.35 1.49 -5.17
C 4.21 -0.51 -0.01
C 3.47 0.81 -0.16
N 2.05 0.71 0.16
C 1.29 1.89 -0.20
C 1.60 3.21 0.51
C 1.75 0.15 1.47
C 2.31 0.84 2.72
H 3.74 -1.29 -0.62
H 5.24 -0.40 -0.34
H 4.23 -0.85 1.02
H 3.55 1.14 -1.20
H 3.98 1.57 0.45
H 0.22 1.66 -0.08
H 1.43 2.04 -1.28
H 1.20 3.23 1.53
H 1.13 4.04 -0.03
H 2.67 3.41 0.55
H 2.10 -0.89 1.48
H 0.66 0.08 1.56
H 3.35 1.13 2.60
H 2.26 0.15 3.57
H 1.73 1.72 2.99
C 8.20 -5.36 3.33
C 7.50 -4.02 3.16
N 6.08 -4.07 3.48
C 5.36 -2.87 3.08
C 5.71 -1.55 3.77
C 5.74 -4.60 4.79
C 6.33 -3.89 6.02
H 7.71 -6.12 2.73
H 9.23 -5.27 3.00
H 8.22 -5.69 4.37
H 7.59 -3.70 2.12
H 8.04 -3.26 3.76
H 4.29 -3.06 3.20
H 5.52 -2.74 2.00
H 5.31 -1.49 4.78
H 5.29 -0.71 3.21
H 6.79 -1.38 3.82
H 6.05 -5.64 4.82
H 4.65 -4.63 4.87
H 7.38 -3.64 5.89
H 6.26 -4.55 6.89
H 5.79 -2.98 6.28
C -1.04 0.97 5.27
C -1.12 1.99 6.40
N -0.12 1.77 7.43
C -0.37 2.57 8.63
C -0.28 4.09 8.52
C 1.26 1.72 6.98
C 1.82 2.94 6.23
H -1.12 -0.05 5.65
H -1.86 1.14 4.57
H -0.10 1.06 4.70
H -2.10 1.90 6.86
H -1.07 3.00 5.96
H 0.32 2.22 9.41
H -1.37 2.30 8.99
H 0.75 4.44 8.46
H -0.72 4.54 9.41
H -0.83 4.48 7.66
H 1.37 0.85 6.33
H 1.88 1.51 7.85
H 1.11 3.34 5.50
H 2.73 2.66 5.70
H 2.09 3.75 6.91
*
```

Atomic partial charges in e from the Löwdin method, atoms 1 to 6:
1 C 0.024
2 C -0.031
3 C -0.514
4 O 0.122
5 O -0.015
6 C -0.142

=====

ORCA calculation (ωB97M-V/def2-TZVPD) on a molecular structure, AlF2 at a distorted geometry.

Computed properties:
HOMO-LUMO gap (eV): 4.65
Largest force on an atom (eV/Å): 3.53
M (u): 64.978
Relative energy (zero: lowest compared OMol25 entry of this formula, charge and spin) (kcal per mole): 90.9

```
! wB97M-V def2-TZVPD RIJCOSX def2/J DEFGRID3
* xyz 1 1
Al -3.21 1.41 -9.85
F -0.59 2.59 -10.06
F -2.92 1.89 -7.05
*
```

Need the Löwdin charges? In units of e they are:
1 Al 1.468
2 F -0.231
3 F -0.237

=====

ORCA calculation (ωB97M-V/def2-TZVPD) on C5H8O2 in the gas phase.

Computed properties:
HOMO-LUMO gap (eV): 8.67
Largest force on an atom (eV/Å): 0.38
M (u): 100.117
Relative energy (zero: lowest compared OMol25 entry of this formula, charge and spin) (kcal per mole): 103.0

```
! wB97M-V def2-TZVPD RIJCOSX def2/J DEFGRID3
* xyz 0 1
O -0.27 -1.43 1.02
C 0.09 -1.46 -0.35
C 0.33 -0.05 -0.82
C 1.18 1.26 0.84
C -0.22 1.61 0.73
O -0.77 2.36 1.51
C -0.78 0.96 -0.52
H -0.52 -2.31 1.29
H 0.99 -2.07 -0.51
H -0.72 -1.89 -0.96
H 0.65 -0.05 -1.87
H 1.39 0.52 1.62
H 1.31 0.40 -0.35
H -1.74 0.48 -0.31
H -0.92 1.69 -1.32
*
```

Atomic partial charges in e from the Löwdin method, atoms 1 to 6:
1 O -0.055
2 C -0.257
3 C -0.174
4 C 0.190
5 C -0.551
6 O 0.058

=====

ORCA calculation (ωB97M-V/def2-TZVPD) on a molecular structure, C35H60BaClN7O11P2S2 at a distorted geometry.

Computed properties:
HOMO-LUMO gap (eV): 7.46
Largest force on an atom (eV/Å): 4.36
M (u): 1053.766
Relative energy (zero: lowest compared OMol25 entry of this formula, charge and spin) (kcal per mole): 0.0

```
! wB97M-V def2-TZVPD RIJCOSX def2/J DEFGRID3
* xyz 0 1
Ba 1.32 0.83 0.94
C -1.57 -2.41 -1.39
N -0.30 -3.07 -1.16
C -0.28 -4.55 -1.02
P 1.09 -2.18 -1.60
O 0.83 -0.73 -1.27
O 2.41 -2.86 -0.94
P 3.46 -2.47 0.36
O 3.07 -1.21 1.02
N 3.18 -3.84 1.24
C 2.01 -3.78 2.12
C 4.17 -4.73 1.81
N 5.00 -2.52 -0.18
C 5.49 -3.27 -1.33
C 6.12 -1.77 0.37
N 1.39 -2.34 -3.22
C 0.99 -1.26 -4.13
C 2.25 -3.31 -3.86
H -1.69 -1.70 -0.57
H -2.32 -3.21 -1.18
H -1.70 -1.96 -2.37
H -0.47 -5.00 -1.98
H -1.04 -4.84 -0.26
H 0.71 -4.93 -0.74
H 1.18 -3.27 1.63
H 2.25 -3.31 3.07
H 1.76 -4.84 2.42
H 4.99 -4.88 1.14
H 3.67 -5.68 2.06
H 4.62 -4.33 2.75
H 5.25 -4.37 -1.19
H 6.56 -3.14 -1.41
H 4.98 -3.02 -2.28
H 5.81 -1.15 1.25
H 6.58 -1.08 -0.40
H 6.92 -2.48 0.69
H 1.86 -0.57 -4.28
H 0.22 -0.68 -3.64
H 0.62 -1.58 -5.11
H 3.31 -3.21 -3.59
H 2.14 -3.28 -4.93
H 2.06 -4.36 -3.56
C -2.05 6.13 -4.28
C -3.20 5.23 -3.88
C -4.22 5.11 -4.81
C -5.16 4.05 -4.64
Cl -6.56 3.75 -5.60
C -5.07 3.24 -3.46
C -4.08 3.44 -2.47
C -3.08 4.37 -2.75
O -1.94 4.64 -2.00
C -1.61 4.06 -0.68
C -0.41 3.08 -0.83
O 0.56 3.45 -1.54
O -0.60 1.95 -0.28
H -1.74 5.86 -5.31
H -1.16 6.03 -3.66
H -2.35 7.19 -4.33
H -4.24 5.65 -5.76
H -5.87 2.55 -3.27
H -4.19 2.81 -1.58
H -2.46 3.45 -0.35
H -1.33 4.82 0.04
C -1.35 -6.35 4.76
C -1.84 -5.07 5.30
C -2.24 -4.04 4.47
C -2.66 -2.80 4.93
C -2.39 -2.45 6.25
C -2.04 -3.48 7.14
C -1.73 -4.74 6.67
S -2.37 -0.72 6.78
O -3.64 -0.14 6.30
O -1.99 -0.69 8.17
N -1.12 -0.04 6.02
C -0.05 0.73 6.57
C 1.27 0.62 5.80
C 1.18 0.66 4.29
O 0.26 0.02 3.69
O 2.07 1.29 3.64
H -0.68 -6.83 5.52
H -0.73 -6.15 3.84
H -2.13 -7.06 4.46
H -2.35 -4.17 3.39
H -3.14 -2.07 4.25
H -1.99 -3.29 8.22
H -1.31 -5.45 7.41
H -1.07 -0.14 4.97
H 0.18 0.40 7.60
H -0.44 1.77 6.63
H 1.72 -0.36 5.99
H 1.94 1.40 6.21
C 0.54 4.95 5.82
S -0.33 4.00 4.57
C -1.94 4.71 4.41
O 0.49 4.14 3.32
H 0.88 5.91 5.42
H 1.40 4.26 6.08
H -0.07 5.20 6.73
H -2.06 5.67 4.92
H -2.62 4.01 4.94
H -2.15 4.70 3.35
N -2.26 0.04 -4.41
C -1.77 0.94 -5.01
N -1.18 1.92 -5.61
C -0.19 2.68 -4.88
C 1.13 2.86 -5.64
C 0.93 3.15 -7.15
C -0.08 2.19 -7.75
C -1.46 2.23 -7.00
H -0.02 2.17 -3.90
H -0.64 3.68 -4.64
H 1.78 1.98 -5.50
H 1.72 3.68 -5.23
H 1.92 3.08 -7.68
H 0.64 4.21 -7.28
H 0.23 1.11 -7.74
H -0.22 2.42 -8.84
H -2.19 1.45 -7.33
H -1.92 3.24 -7.09
*
```

Atomic partial charges in e from the Löwdin method, atoms 1 to 6:
1 Ba 2.019
2 C -0.091
3 N -0.310
4 C -0.095
5 P 0.542
6 O -0.445

=====

ORCA calculation (ωB97M-V/def2-TZVPD) on C24H24ClFN4O in the gas phase.

Computed properties:
HOMO-LUMO gap (eV): 8.33
Largest force on an atom (eV/Å): 0.57
SMILES: O=C(NC[C@@H](c1cccnc1)N1CCN(c2ccccc2F)CC1)c1cccc(Cl)c1
M (u): 438.934
Relative energy (zero: lowest compared OMol25 entry of this formula, charge and spin) (kcal per mole): 1.3

```
! wB97M-V def2-TZVPD RIJCOSX def2/J DEFGRID3
* xyz 0 1
O -3.29 -1.78 -1.38
C -3.53 -1.42 -0.24
N -2.61 -1.51 0.76
C -1.25 -1.90 0.48
C -0.50 -0.80 -0.30
C -0.69 0.57 0.31
C -0.91 1.67 -0.51
C -1.05 2.93 0.06
C -0.97 3.03 1.44
N -0.77 1.99 2.23
C -0.63 0.80 1.68
N 0.89 -1.18 -0.50
C 1.51 -0.52 -1.64
C 2.85 -1.20 -1.92
N 3.74 -1.15 -0.79
C 4.61 -0.08 -0.62
C 4.59 1.07 -1.42
C 5.51 2.08 -1.28
C 6.51 2.00 -0.33
C 6.58 0.88 0.47
C 5.66 -0.14 0.31
F 5.81 -1.23 1.11
C 3.09 -1.75 0.36
C 1.76 -1.06 0.66
C -4.85 -0.86 0.17
C -5.38 -1.02 1.45
C -6.62 -0.49 1.76
C -7.34 0.21 0.80
C -6.82 0.36 -0.47
Cl -7.71 1.22 -1.67
C -5.58 -0.18 -0.80
H -2.79 -1.00 1.62
H -1.27 -2.80 -0.13
H -0.76 -2.13 1.43
H -0.96 -0.79 -1.30
H -0.98 1.55 -1.58
H -1.22 3.80 -0.55
H -1.07 3.99 1.94
H -0.46 0.00 2.39
H 0.86 -0.64 -2.51
H 1.66 0.55 -1.46
H 3.34 -0.77 -2.80
H 2.66 -2.26 -2.13
H 3.82 1.18 -2.17
H 5.45 2.94 -1.93
H 7.23 2.79 -0.22
H 7.35 0.76 1.22
H 3.73 -1.71 1.24
H 2.90 -2.80 0.12
H 1.29 -1.54 1.51
H 1.96 0.00 0.92
H -4.84 -1.58 2.20
H -7.03 -0.62 2.74
H -8.31 0.63 1.04
H -5.18 -0.08 -1.79
*
```

Atomic partial charges in e from the Löwdin method, atoms 1 to 6:
1 O 0.083
2 C -0.448
3 N 0.077
4 C -0.116
5 C -0.267
6 C -0.165

=====

ORCA calculation (ωB97M-V/def2-TZVPD) on C6H11NS in the gas phase at a distorted geometry.

Computed properties:
HOMO-LUMO gap (eV): 9.44
Largest force on an atom (eV/Å): 4.51
SMILES: N[C@H]1C[C@@H]2SCC[C@@H]21
M (u): 129.228
Relative energy (zero: lowest compared OMol25 entry of this formula, charge and spin) (kcal per mole): 45.6

```
! wB97M-V def2-TZVPD RIJCOSX def2/J DEFGRID3
* xyz 0 1
N -0.98 -2.10 -0.55
C -0.65 -0.68 -0.51
C -1.54 0.00 0.45
C -0.37 0.27 1.35
S 0.10 2.05 1.10
C 1.03 1.83 -0.49
C 1.75 0.52 -0.16
C 0.58 -0.43 0.30
H -2.01 -2.34 -0.88
H -0.32 -2.48 -1.16
H -0.47 -0.14 -1.56
H -2.24 0.86 0.24
H -2.19 -0.80 0.82
H -0.29 0.08 2.45
H 0.34 1.68 -1.40
H 1.79 2.60 -0.64
H 2.42 -0.06 -0.91
H 2.16 0.61 0.94
H 0.89 -1.46 0.62
*
```

Atomic partial charges in e from the Löwdin method, atoms 1 to 6:
1 N 0.030
2 C -0.450
3 C -0.206
4 C -0.458
5 S 0.846
6 C -0.452